1.
{"formula": "C8H7Br6NO2", "method": "wB97M-V/def2-TZVPD", "charge": 1, "s2": 0.7541, "spin_multiplicity": 2, "lumo_energy_ev": [-4.33, -10.04], "total_energy_ev": -434234.872, "e_homo_ev": [-12.1, -12.1], "gap_ev": [7.8, 2.1], "species": ["Br", "Br", "Br", "Br", "Br", "Br", "O", "O", "N", "C", "C", "C", "C", "C", "C", "C", "C", "H", "H", "H", "H", "H", "H", "H"], "xyz": [[1.401, 3.085, 5.068], [-1.638, 3.358, 5.568], [0.805, -1.409, 2.582], [2.690, 1.254, 1.859], [0.033, 5.806, 4.044], [-0.485, 1.157, 1.028], [2.416, -0.386, -1.709], [0.847, 1.036, -1.811], [1.249, -0.102, -1.940], [-1.019, -1.011, -2.077], [-0.022, 4.447, 5.541], [-1.631, -2.972, -3.351], [0.712, -2.295, -3.165], [0.877, 0.571, 2.298], [-1.994, -1.851, -2.636], [-0.293, -3.149, -3.622], [0.314, -1.144, -2.455], [-3.027, -1.847, -2.321], [0.281, 4.912, 6.479], [1.759, -2.509, -3.320], [-2.311, -3.782, -3.572], [0.445, 1.043, 3.180], [-0.098, -4.006, -4.249], [-1.311, -0.207, -1.418]], "atomic_forces_ev_per_a": [[-0.7, 0.6, 0.2], [0.8, 0.9, 0.2], [0.3, 1.7, -0.2], [-1.6, -0.5, 0.6], [-0.2, -1.2, 1.5], [0.7, -0.2, 0.3], [-0.6, -0.7, -0.2], [-1.0, 0.1, 0.1], [1.3, -0.3, -0.3], [-0.5, 0.5, -1.1], [0.4, -0.2, -2.0], [0.6, 0.5, 0.4], [-0.2, 0.8, 0.2], [-0.1, -0.8, -0.9], [-0.1, -0.6, 1.4], [0.6, -0.4, -0.5], [-0.6, -0.9, 0.5], [-0.1, 0.7, 0.1], [-0.4, -0.2, -0.1], [0.0, 0.1, -0.2], [-0.3, 0.3, -0.4], [0.7, 0.0, 0.5], [0.7, -0.1, 0.2], [0.0, 0.1, -0.2]]}



2.
{"formula": "C38H102CsN3O15", "method": "wB97M-V/def2-TZVPD", "lumo_energy_ev": -0.02, "total_energy_ev": -76784.976, "e_homo_ev": -8.5, "gap_ev": 8.4, "species": ["Cs", "O", "O", "O", "O", "O", "O", "O", "O", "O", "O", "O", "O", "O", "O", "O", "N", "N", "N", "C", "C", "C", "C", "C", "C", "C", "C", "C", "C", "C", "C", "C", "C", "C", "C", "C", "C", "C", "C", "C", "C", "C", "C", "C", "C", "C", "C", "C", "C", "C", "C", "C", "C", "C", "C", "C", "C", "H", "H", "H", "H", "H", "H", "H", "H", "H", "H", "H", "H", "H", "H", "H", "H", "H", "H", "H", "H", "H", "H", "H", "H", "H", "H", "H", "H", "H", "H", "H", "H", "H", "H", "H", "H", "H", "H", "H", "H", "H", "H", "H", "H", "H", "H", "H", "H", "H", "H", "H", "H", "H", "H", "H", "H", "H", "H", "H", "H", "H", "H", "H", "H", "H", "H", "H", "H", "H", "H", "H", "H", "H", "H", "H", "H", "H", "H", "H", "H", "H", "H", "H", "H", "H", "H", "H", "H", "H", "H", "H", "H", "H", "H", "H", "H", "H", "H", "H", "H", "H", "H"], "xyz": [[2.334, -0.604, -0.851], [-0.026, 0.945, 0.904], [2.374, 1.248, 1.827], [-5.060, 3.966, 2.446], [-0.445, 0.788, 6.099], [1.437, -3.013, 0.730], [-3.341, 1.551, 0.980], [-1.162, 2.538, 2.824], [-0.101, 2.005, -1.611], [-0.644, -0.537, 3.545], [-3.132, -3.801, 0.445], [-3.317, 2.483, 4.242], [0.970, -0.040, -3.413], [-2.596, -0.869, 0.039], [4.519, 0.851, 0.289], [3.590, -2.566, 4.376], [-4.391, -4.323, 0.008], [5.310, 2.004, 0.408], [1.083, -0.140, -4.797], [-0.163, -0.414, -6.894], [0.067, 3.409, -1.340], [-3.209, -5.676, -1.465], [-2.408, -0.762, -1.366], [7.307, 0.488, 0.012], [7.556, 3.654, -0.182], [-4.097, 1.716, 5.136], [0.497, 1.796, 6.141], [1.974, 0.742, -6.785], [-5.498, 5.116, 3.176], [0.604, 0.797, -7.366], [-5.374, -3.959, 1.012], [7.484, 2.836, 1.083], [-6.560, -6.038, 0.369], [3.779, 3.221, -1.087], [3.389, 0.616, -4.618], [1.594, 2.296, -4.870], [-0.854, 3.900, 2.782], [2.010, 0.904, -5.246], [5.226, 2.767, -0.862], [-0.645, -1.803, -4.917], [-5.497, -6.242, -0.673], [6.633, 1.613, 0.843], [-0.294, -0.363, -5.344], [-1.078, -1.882, 3.315], [-4.133, -5.689, -0.244], [-6.701, -4.555, 0.572], [-1.389, 0.578, -4.866], [0.341, -3.720, 0.166], [6.360, 1.061, 2.264], [-5.417, -2.435, 0.985], [-3.470, -6.544, 0.909], [3.729, -1.253, 3.882], [-5.119, -4.341, 2.456], [2.348, 1.987, 3.060], [5.665, 1.970, -2.168], [6.152, 4.002, -0.664], [-3.486, 2.323, -0.224], [-4.063, -4.207, 2.602], [-4.150, -6.614, 1.772], [3.374, 1.940, 3.502], [4.785, -1.007, 3.731], [-3.064, -0.084, 0.366], [3.159, 2.377, -1.456], [5.090, 1.067, -2.294], [-4.596, 5.520, 3.610], [4.111, 1.221, -5.143], [-0.259, -2.611, 3.190], [-5.681, -3.597, 3.047], [-1.569, -0.116, -1.673], [-0.855, 3.806, -0.899], [-4.574, 2.252, -0.413], [2.061, 3.022, 2.887], [-0.333, -0.130, 2.742], [-1.577, -2.138, -5.331], [3.767, 3.897, -1.937], [-5.930, -5.704, -1.539], [-1.358, 1.600, -5.311], [-3.069, -2.901, 0.097], [-3.268, -0.299, -1.838], [-5.370, -7.275, -0.976], [0.447, -1.306, -7.183], [-5.058, 2.202, 5.282], [-6.210, 4.869, 3.975], [7.331, 0.746, 2.675], [5.754, 4.628, 0.124], [-1.179, -0.404, -7.296], [-6.364, -6.610, 1.289], [-1.500, 4.524, 2.201], [-3.246, -6.604, -2.079], [3.382, 0.959, -3.573], [3.620, -0.455, -4.595], [7.957, 0.833, -0.772], [-0.559, -3.706, 0.778], [0.954, 3.605, -0.774], [-2.508, -6.085, 1.078], [-0.771, 2.003, 2.083], [-0.118, 1.492, -0.778], [0.106, -2.513, -5.288], [1.857, -3.463, 1.457], [8.384, 2.542, 1.607], [1.563, 1.476, 6.137], [0.631, 0.696, -8.444], [1.449, 2.306, -3.789], [-3.182, 3.373, -0.192], [0.634, -4.749, -0.057], [-3.261, 2.055, 1.808], [-0.376, 0.406, 5.199], [-7.547, -4.240, 1.218], [2.405, -0.224, -6.923], [2.238, 3.107, -5.222], [5.475, 2.675, -3.003], [1.395, 1.171, 1.556], [0.322, 3.730, -2.346], [1.630, 1.529, 3.745], [-4.340, 0.699, 4.856], [6.180, 4.541, -1.590], [2.634, 1.508, -7.230], [0.122, -3.213, -0.773], [-1.649, -1.903, 2.349], [8.145, 3.155, -0.967], [7.060, 3.552, 1.832], [3.365, 3.757, -0.237], [3.196, -1.272, 2.943], [-0.772, 0.348, 0.815], [-3.333, -7.567, 0.549], [-6.268, -2.055, 1.572], [-2.144, -5.466, -1.248], [3.252, -0.528, 4.601], [-5.967, 5.751, 2.432], [-7.469, -6.540, -0.003], [-4.516, -2.063, 1.472], [6.532, -0.116, -0.473], [0.569, 0.838, -3.230], [-3.635, 1.629, 6.137], [-4.484, 3.374, 2.934], [5.853, 1.776, 2.932], [-1.734, -2.199, 4.104], [3.176, -2.570, 5.225], [6.706, 1.651, -2.152], [-2.911, 1.819, -1.007], [0.615, 2.574, -5.202], [-0.756, -1.939, -3.830], [0.389, 2.477, 5.274], [0.411, 2.388, 7.029], [0.050, 1.721, -7.219], [-3.587, -4.948, -2.194], [-0.990, 4.189, 3.843], [-5.564, -2.057, -0.009], [-2.400, 0.168, -5.052], [0.213, 4.059, 2.548], [5.817, 0.101, 2.178], [-7.042, -4.162, -0.409], [-1.382, 0.725, -3.778], [7.911, -0.054, 0.751], [3.770, 0.996, 0.969], [-2.202, -1.747, -1.740], [8.082, 4.592, -0.010], [-5.477, -5.341, 2.799], [-2.435, 2.159, 4.100]], "atomic_forces_ev_per_a": [[-0.4, 0.0, 0.1], [0.2, 0.2, 0.0], [-0.8, 0.4, 0.5], [-0.9, 0.0, -0.9], [-0.2, -0.8, -0.5], [0.1, 0.7, -0.3], [0.4, 0.2, 0.1], [-0.1, -0.9, -0.6], [0.2, -0.1, -0.3], [-0.2, -0.8, 1.2], [0.5, 0.3, 0.2], [-1.7, 0.3, 0.1], [-0.2, 0.4, 1.1], [0.3, -0.4, -0.4], [-1.2, -0.3, 0.7], [0.5, -0.9, -0.3], [0.9, 1.3, 0.9], [-0.5, 1.2, -1.3], [-0.4, -0.3, 0.0], [0.1, 0.4, 1.2], [-0.2, -1.5, -1.2], [0.4, -0.8, -1.3], [0.3, 0.8, 0.2], [-0.2, 0.4, 0.7], [1.1, 0.1, -0.9], [0.1, 0.0, 1.3], [1.3, 1.1, -0.8], [1.4, 1.4, 0.9], [0.7, -1.4, -0.1], [-0.7, -0.5, -1.0], [-1.4, 0.5, -0.1], [-0.6, 1.3, 0.2], [-0.8, -1.5, 0.5], [0.3, -0.4, -0.7], [-0.9, 0.1, 0.3], [-0.6, 0.7, 0.9], [1.1, -0.2, 2.0], [-0.5, -0.4, -1.4], [0.7, -0.4, -0.2], [0.3, -0.3, 0.6], [0.0, -0.2, -0.5], [-0.6, -0.7, 2.0], [0.6, -1.4, -0.7], [0.0, 0.4, -2.0], [0.1, -1.7, -1.0], [-1.5, 0.5, -0.6], [-0.7, 1.0, 0.2], [0.3, -0.3, -0.1], [0.6, -1.4, -0.2], [-0.7, 0.1, 1.0], [-1.4, 0.3, -1.0], [-0.6, 0.5, 0.9], [-0.6, -0.2, 0.8], [0.9, -0.7, -0.1], [-0.1, 1.2, 0.8], [-0.1, -1.1, 0.4], [-1.1, -0.5, 0.5], [0.5, -0.1, 0.6], [0.7, 0.2, -0.1], [-0.8, 0.1, -0.3], [-0.2, 0.0, 0.1], [0.1, 0.2, 0.3], [0.1, 0.4, 0.7], [-0.4, -0.2, 0.0], [0.0, 0.9, 0.3], [0.6, -0.1, -0.2], [0.0, 0.4, 0.3], [0.4, -0.4, 0.1], [0.1, -0.1, 0.5], [0.4, 0.3, -0.2], [0.5, 0.5, -0.6], [0.1, 0.2, 0.0], [0.3, 0.2, -0.9], [-0.7, 0.1, -0.4], [0.1, 0.4, -0.1], [0.9, -0.1, 0.0], [0.1, -0.7, 0.1], [-0.1, 0.2, 0.0], [-0.4, -0.4, -0.3], [-0.1, -0.3, 0.1], [-0.9, 0.4, 0.2], [0.0, 0.3, -0.1], [0.0, 0.0, -0.2], [-0.2, 0.4, 0.3], [-0.6, 0.3, 0.0], [0.2, -0.4, -0.2], [0.2, 0.4, 0.0], [-0.5, 0.2, -0.8], [0.1, 0.1, 0.8], [0.0, 0.0, -0.3], [0.1, 0.2, -0.4], [0.4, 0.3, -0.2], [0.0, 0.0, 0.2], [0.3, 0.1, 0.9], [0.2, 0.0, 0.7], [0.0, 0.3, -0.2], [0.0, 0.2, 0.9], [0.0, 0.3, 0.2], [-0.1, -0.4, 0.4], [0.7, -0.1, -0.6], [-0.4, -0.3, -0.1], [0.4, 0.2, -0.4], [0.6, 0.6, 0.2], [0.0, -0.2, 0.4], [-0.2, 0.0, 0.0], [0.1, 0.1, -0.5], [-0.4, -0.2, 0.4], [0.7, -0.4, 0.2], [0.4, -0.8, -0.7], [0.3, -0.3, 0.3], [0.2, -0.7, 0.2], [0.6, -0.4, -0.3], [-0.5, 1.0, 0.0], [0.2, 0.1, 0.0], [0.3, -0.3, -0.7], [0.0, 0.5, -0.5], [-0.1, -0.3, 0.1], [-0.1, -0.1, -0.1], [0.3, -0.1, 0.8], [-0.2, -0.1, 0.1], [-0.4, -0.9, -0.3], [-0.1, -0.3, 0.2], [-0.1, 0.7, -0.4], [-0.3, -0.3, 0.0], [0.1, 0.1, -0.1], [0.2, -0.3, -0.1], [-0.7, 0.0, 0.0], [0.5, -0.4, -0.9], [0.1, 0.3, 0.2], [0.0, 0.6, 0.0], [0.0, 0.3, -0.3], [0.3, -0.2, 0.5], [0.0, -0.5, 0.5], [0.0, 0.2, -0.4], [0.2, 0.2, 0.9], [0.2, -0.3, -0.4], [-0.2, 0.0, 0.5], [-0.3, 0.1, 0.7], [0.0, 0.4, -0.1], [-0.1, 0.2, 0.1], [-0.7, -0.1, -0.7], [0.3, 0.3, -0.3], [0.0, -0.1, 0.3], [-0.4, 0.3, 0.7], [0.1, 0.2, 0.4], [0.2, 0.3, 0.4], [0.2, 0.5, -0.5], [0.3, 0.2, -0.6], [0.6, 0.0, -0.2], [-0.4, 0.2, -0.2], [-0.1, 0.7, 0.2], [0.6, 0.1, 0.3], [0.2, -0.1, -0.2], [-0.1, -0.4, -0.6], [0.9, 0.0, -0.8], [-0.2, -0.5, -0.4], [0.1, 0.1, 0.1], [0.5, 0.7, -0.5], [0.9, -0.6, -0.2]]}



3.
{"formula": "C26H21BiCl2N2O4P", "method": "wB97M-V/def2-TZVPD", "charge": 1, "lumo_energy_ev": -3.58, "de_lowest_kcal_mol": 11.4, "total_energy_ev": -78641.967, "e_homo_ev": -11.9, "gap_ev": 8.3, "species": ["Bi", "Cl", "Cl", "P", "O", "O", "O", "O", "N", "N", "C", "C", "C", "C", "C", "C", "C", "C", "C", "C", "C", "C", "C", "C", "C", "C", "C", "C", "C", "C", "C", "C", "C", "C", "C", "C", "H", "H", "H", "H", "H", "H", "H", "H", "H", "H", "H", "H", "H", "H", "H", "H", "H", "H", "H", "H", "H"], "xyz": [[1.315, -1.655, -1.508], [-0.470, -4.291, -3.349], [-2.874, -2.495, -3.199], [-0.055, 0.599, -0.819], [0.707, -1.060, -3.424], [-0.405, -2.562, -0.811], [-0.614, -0.870, -5.192], [-2.142, -3.690, -0.091], [2.010, -1.530, 1.065], [3.577, -1.868, 4.900], [-1.433, 2.566, -1.994], [-0.979, -0.358, 1.594], [3.426, -0.748, 2.820], [-0.278, -0.495, -4.091], [-2.233, 3.187, -2.914], [-0.985, 0.744, -3.546], [-1.778, 1.386, -4.472], [2.424, 3.854, 1.205], [1.216, 3.497, 1.761], [-2.726, -0.125, -0.111], [-1.490, -3.285, -1.004], [-1.396, 0.015, 0.299], [2.116, 2.258, -0.552], [2.174, -2.772, 3.123], [0.908, 1.842, 0.026], [3.037, -1.787, 3.671], [-0.822, 1.357, -2.279], [2.886, 3.232, 0.060], [-3.641, -0.571, 0.844], [-2.371, 2.617, -4.163], [0.469, 2.478, 1.183], [-3.210, -0.912, 2.105], [-1.898, -0.827, 2.487], [2.903, -0.625, 1.561], [-1.868, -3.741, -2.389], [1.702, -2.581, 1.831], [-3.033, 0.105, -1.139], [1.838, -3.593, 3.771], [4.204, -1.160, 5.202], [0.067, -0.236, 1.824], [3.148, 0.228, 0.941], [-1.576, -1.068, 3.514], [3.407, -2.638, 5.498], [-3.949, -1.272, 2.832], [-1.883, 0.996, -5.475], [3.824, 3.549, -0.375], [2.977, 4.628, 1.732], [-4.695, -0.656, 0.598], [4.088, -0.015, 3.176], [-1.340, 2.998, -0.993], [-2.929, 3.134, -4.941], [2.440, 1.764, -1.463], [-0.506, 2.212, 1.682], [0.861, 3.972, 2.656], [-2.676, 4.165, -2.700], [-2.483, -4.614, -2.362], [1.015, -3.284, 1.393]], "atomic_forces_ev_per_a": [[-0.1, 0.3, 0.3], [0.1, 0.5, 0.1], [0.5, -0.1, 0.2], [-0.6, -1.1, -0.1], [0.0, 0.2, 0.0], [0.1, 0.2, -0.1], [0.5, -0.1, 0.7], [-0.5, 0.1, 0.6], [0.8, 0.6, -0.3], [-0.4, 0.1, -0.3], [-0.1, 0.0, 1.1], [0.2, 0.6, -1.3], [-0.7, -0.1, -0.5], [-0.8, 0.1, -1.0], [-0.2, 1.0, -0.6], [0.7, -0.2, 0.7], [-0.4, 1.3, -0.1], [0.1, 0.4, 0.6], [-0.2, -0.7, -0.3], [0.3, 0.1, 0.1], [0.4, -0.7, 0.3], [0.6, 0.1, -0.2], [-0.2, -0.4, 0.2], [-0.1, 0.5, 0.4], [0.2, 0.7, 0.2], [0.0, -0.9, -0.7], [0.2, -0.8, 0.0], [0.1, 0.1, -0.4], [-0.1, 0.1, -0.7], [-0.2, -0.4, -0.6], [-1.4, -0.1, 0.8], [-1.5, -0.5, 0.8], [0.8, 0.0, 1.2], [-0.9, -0.9, 0.1], [0.0, 0.2, -1.2], [0.1, 0.0, 0.8], [0.1, 0.0, 0.5], [0.1, 0.3, -0.6], [0.4, 0.3, 0.3], [0.0, -0.1, 0.3], [0.1, -0.1, -0.1], [-0.3, 0.0, -0.6], [-0.1, -0.5, 0.4], [0.3, 0.2, -0.3], [0.1, -0.2, 0.1], [0.0, -0.1, -0.1], [0.2, -0.1, -0.4], [0.2, 0.0, 0.0], [0.9, 0.9, 0.4], [0.1, -0.1, -0.3], [0.0, -0.1, 0.2], [0.2, 0.2, -0.1], [1.2, 0.2, -0.8], [-0.1, 0.2, 0.2], [0.1, -0.5, 0.0], [-0.4, -0.3, 0.5], [-0.2, -0.2, 0.0]]}